# 1
Computed, not measured: one molecule with the formula C5H14SSi at a distorted geometry, with the ωB97M-V functional and the def2-TZVPD basis.

## Properties
HOMO level (eV): -8.88
Structure (SMILES): CC(C)[Si](C)(C)S
Energy above the lowest of the compared OMol25 structures with the same formula, charge and spin (kcal/mol): 13.2
Spin multiplicity: 1
LUMO level (eV): 0.8

CARTESIAN COORDINATES (ANGSTROEM)
C: -0.593497 -1.115164 1.828816
C: -0.859377 -0.750423 0.352625
C: -0.405259 -1.956730 -0.419529
Si: 0.039104 0.879554 -0.289602
C: 1.940542 0.842494 -0.079050
C: -0.380070 1.269030 -2.042885
S: -0.745753 2.634353 1.114819
H: 0.286133 -1.643132 2.047362
H: -0.745028 -0.307568 2.456117
H: -1.396980 -1.736375 2.072210
H: -1.926332 -0.635975 0.207978
H: 0.579430 -1.844767 -0.600513
H: -0.992855 -2.106840 -1.295382
H: -0.455260 -2.879922 0.144082
H: 2.509644 1.267635 -0.877033
H: 2.283647 1.223209 0.840174
H: 2.061086 -0.189792 -0.088650
H: -1.541190 1.394946 -2.189971
H: -0.069918 2.373795 -2.431523
H: 0.195027 0.689717 -2.812710
H: 0.216907 2.591956 2.062665

Cartesian forces, eV/Å:
C -1.1 0.8 -1.6
C 1.2 0.7 0.4
C -2.4 -0.5 0.4
Si -0.1 1.1 2.0
C -2.0 0.5 -0.5
C -1.1 3.3 -2.2
S 0.5 -1.2 -1.0
H 1.5 -0.4 0.0
H 0.2 1.9 1.4
H -1.2 -1.5 0.5
H -0.3 0.4 0.1
H 3.5 0.1 -1.3
H -0.1 -0.1 -1.0
H -0.4 -0.2 0.4
H 0.1 0.4 -0.6
H 0.3 0.5 1.2
H 0.9 -2.1 0.1
H 2.2 -1.0 -0.1
H -0.4 -2.2 1.5
H -1.1 -0.2 0.7
H -0.1 -0.2 -0.4

Listed below, in e, are the Mulliken charges computed for each atom:
1 C -1.766
2 C 0.627
3 C -1.661
4 Si 0.347
5 C -1.100
6 C -0.968
7 S -0.413
8 H 0.376
9 H 0.466
10 H 0.511
11 H 0.360
12 H 0.437
13 H 0.369
14 H 0.415
15 H 0.352
16 H 0.341
17 H 0.322
18 H 0.262
19 H 0.274
20 H 0.360
21 H 0.089

---

# 2
Computed, not measured: C5H15BNO2SYb as an isolated structure at a distorted geometry, with the ωB97M-V functional and the def2-TZVPD basis.

## Properties
HOMO level (eV): -11.54
Energy above the lowest of the compared OMol25 structures with the same formula, charge and spin (kcal/mol): 51.4
Spin multiplicity: 1
Charge: +1
LUMO level (eV): -7.3

CARTESIAN COORDINATES (ANGSTROEM)
N: 2.499498 -1.743932 0.571841
C: 2.361715 -0.280389 0.340466
C: 1.354943 -0.129232 -0.857925
C: 1.082487 1.369582 -1.194016
C: -0.040079 2.049867 -0.332933
B: -1.500861 1.337021 -0.409494
C: -1.604531 0.120689 0.751283
S: -2.496353 -1.355133 0.163562
O: -2.489606 -1.549086 -1.294391
O: -3.934542 -1.418424 0.669244
H: 1.673092 -2.096398 1.038866
H: 3.334313 -1.936159 1.114322
H: 3.340092 0.120550 0.011074
H: 2.018887 0.268925 1.242617
H: 0.446790 -0.753169 -0.729365
H: 1.897609 -0.561403 -1.727555
H: 2.031116 1.915907 -0.967682
H: 0.901899 1.551648 -2.273741
H: -0.177672 3.074342 -0.753242
H: 0.352450 2.204263 0.699835
H: -2.378240 2.109362 -0.107723
H: -1.781200 0.935086 -1.499500
H: -0.582136 -0.189331 1.086104
H: -2.151125 0.489223 1.648692
H: -1.781737 -2.490447 0.675337
Yb: -2.376808 -3.043362 2.134325

Cartesian forces, eV/Å:
N 0.4 0.8 -0.1
C -1.0 -0.6 -0.9
C 1.2 0.7 -0.5
C 0.1 0.4 0.8
C 0.7 -0.3 -0.4
B -0.2 1.1 -0.7
C 0.1 -1.2 1.8
S -2.8 4.0 -5.9
O 1.0 -0.3 3.4
O 3.5 -1.6 1.6
H 0.2 -0.1 0.2
H -0.3 -0.2 0.2
H -0.6 -0.2 0.3
H 0.2 -0.1 -0.4
H 0.3 0.4 0.0
H -0.4 0.0 0.5
H -0.4 -0.4 -0.3
H -0.1 -0.4 0.6
H 0.0 -0.6 0.4
H -0.3 -0.1 -0.4
H -0.2 -0.1 0.3
H 0.2 -0.3 -0.2
H -0.6 -0.1 -0.5
H 0.0 -0.4 -0.5
H 1.4 0.8 -3.5
Yb -2.5 -1.2 4.2

Listed below, in e, are the Mulliken charges computed for each atom:
1 N -0.532
2 C -0.575
3 C -0.269
4 C -0.540
5 C -0.800
6 B 0.064
7 C -0.799
8 S 1.087
9 O -0.515
10 O -0.570
11 H 0.109
12 H 0.231
13 H 0.456
14 H 0.213
15 H 0.054
16 H 0.317
17 H 0.331
18 H 0.356
19 H 0.244
20 H 0.282
21 H -0.147
22 H -0.110
23 H 0.429
24 H 0.424
25 H -0.056
26 Yb 1.317

---

# 3
Computed, not measured: C5H15Cl2MgN4O3 as an isolated structure at a distorted geometry, with the ωB97M-V functional and the def2-TZVPD basis.

## Properties
HOMO level (eV): -4.79
Energy above the lowest of the compared OMol25 structures with the same formula, charge and spin (kcal/mol): 247.9
Spin multiplicity: 1
Charge: -1
LUMO level (eV): -1.2

CARTESIAN COORDINATES (ANGSTROEM)
Mg: 27.727808 1.375033 -25.623924
C: 32.396572 5.420890 -27.854216
C: 32.078505 4.408389 -26.728794
C: 32.585266 5.092202 -25.496974
O: 30.736200 4.125116 -26.669404
H: 33.445863 5.707991 -27.922513
H: 31.827473 6.343621 -27.967379
H: 32.058857 4.960410 -28.782667
H: 32.723150 3.544569 -26.891121
H: 32.700702 4.498948 -24.589882
H: 32.160939 6.094085 -25.431552
H: 33.645982 5.308309 -25.624592
Cl: 24.642692 0.816398 -27.407154
Cl: 27.255980 1.997386 -21.936466
C: 31.040863 -2.461490 -25.631399
O: 29.939751 -1.907705 -25.608919
N: 32.042721 -2.176517 -24.894867
N: 31.288798 -3.428590 -26.536886
H: 31.766866 -1.853024 -23.978702
H: 33.019804 -2.400732 -25.017935
H: 32.239414 -3.759125 -26.452113
H: 30.648641 -3.683972 -27.275175
C: 26.508964 8.165510 -27.125493
O: 25.468142 8.774225 -26.998098
N: 26.798564 7.209076 -26.328073
N: 27.489388 8.541433 -27.931711
H: 27.672386 6.710430 -26.416973
H: 26.178914 7.091947 -25.539152
H: 28.329355 7.988988 -28.028494
H: 27.320519 9.265198 -28.615630

Cartesian forces, eV/Å:
Mg -0.9 0.3 0.5
C -0.5 -0.5 -1.7
C -1.0 1.2 0.4
C 1.8 0.4 0.7
O -0.1 -0.4 -0.3
H 0.2 -0.3 0.0
H -0.3 0.2 1.2
H 0.5 -0.4 -0.4
H 0.1 -0.6 -0.4
H -1.2 0.0 0.3
H -0.5 -0.3 0.7
H 0.5 0.2 -0.5
Cl 1.4 0.2 0.7
Cl 0.2 -0.3 -1.3
C -4.5 -0.5 -4.0
O 0.1 0.1 0.8
N 3.5 1.8 4.5
N 1.1 -0.9 -0.4
H 0.4 0.5 -0.1
H -0.5 -0.2 -0.2
H -0.5 -0.7 -0.9
H 0.3 0.2 0.3
C -1.4 2.7 -0.2
O -1.5 1.0 -0.6
N 1.2 -4.0 2.8
N 2.0 0.8 -2.4
H -0.3 -0.1 0.5
H 0.3 -0.3 -0.2
H -0.2 0.2 -0.1
H -0.1 -0.3 0.2

Listed below, in e, are the Mulliken charges computed for each atom:
1 Mg 1.118
2 C -1.359
3 C 0.528
4 C -1.320
5 O -0.756
6 H 0.378
7 H 0.316
8 H 0.326
9 H 0.177
10 H 0.349
11 H 0.319
12 H 0.365
13 Cl -0.708
14 Cl -0.727
15 C 0.641
16 O -0.666
17 N -0.370
18 N -0.400
19 H 0.234
20 H 0.195
21 H 0.141
22 H 0.220
23 C 0.662
24 O -0.684
25 N -0.350
26 N -0.370
27 H 0.163
28 H 0.210
29 H 0.160
30 H 0.208

---

# 4
Computed, not measured: C5H15CoIN2O2 as an isolated structure at a distorted geometry, with the ωB97M-V functional and the def2-TZVPD basis.

## Properties
HOMO level (alpha / beta) (eV): -7.72 / -8.30
Spin multiplicity: 4
LUMO level (alpha / beta) (eV): 0.5 / 0.5

CARTESIAN COORDINATES (ANGSTROEM)
C: -4.046715 0.712729 -0.382196
C: -3.602084 0.976389 -1.806934
H: -4.285660 -0.342953 -0.215176
H: -4.959387 1.284310 -0.187658
H: -3.372693 1.085935 0.427736
H: -2.967060 0.173787 -2.183541
H: -4.471597 1.029625 -2.466715
H: -3.080071 1.932062 -1.883046
Co: -1.661482 0.813558 0.213682
C: -0.730288 1.034998 -1.652305
H: -0.950248 0.102609 -2.201765
H: 0.356794 1.113888 -1.484373
H: -1.085660 1.907230 -2.242334
I: -2.268134 1.262985 2.657066
C: 1.247997 -2.726094 2.134354
O: 1.561321 -1.313977 1.999449
C: 0.674176 -0.523599 1.386291
O: -0.360947 -0.899647 0.809731
N: 1.071414 0.770817 1.472441
N: 0.192966 1.759321 0.930233
H: 2.216536 -3.169909 2.354065
H: 0.819368 -3.147203 1.225947
H: 0.558138 -2.841206 2.970235
H: 1.801881 0.991289 2.148145
H: 0.007250 2.471585 1.645590
H: 0.666593 2.237938 0.164390

Cartesian forces, eV/Å:
C -0.7 0.0 -0.2
C -0.6 0.0 -0.6
H 0.1 0.2 0.1
H 0.1 -0.1 0.2
H -1.2 -0.2 -0.4
H -0.1 0.3 0.0
H -0.1 0.0 0.0
H -0.1 -0.2 -0.1
Co 2.3 -0.4 -0.7
C -0.4 0.2 0.4
H 0.3 0.4 0.0
H -0.3 -0.1 -0.3
H 0.4 -0.6 0.2
I -0.6 0.2 1.4
C 0.1 0.5 0.1
O -0.5 -0.1 -0.4
C -1.1 -0.4 -0.4
O 1.4 0.3 0.7
N -0.2 0.3 -0.2
N 1.6 0.5 0.6
H -0.2 -0.1 0.0
H 0.0 0.2 0.0
H 0.0 -0.1 -0.1
H -0.4 0.1 -0.4
H -0.1 -0.6 -0.1
H 0.0 -0.3 0.0

Listed below, in e, are the Mulliken charges computed for each atom:
1 C -0.336
2 C -0.822
3 H 0.347
4 H 0.378
5 H -0.035
6 H 0.251
7 H 0.370
8 H 0.231
9 Co 0.202
10 C -1.537
11 H 0.370
12 H 0.438
13 H 0.365
14 I -0.556
15 C -0.637
16 O -0.415
17 C 0.864
18 O -0.556
19 N -0.094
20 N -0.609
21 H 0.234
22 H 0.291
23 H 0.291
24 H 0.269
25 H 0.368
26 H 0.326

---

# 5
Computed, not measured: C5H15InNO2 as an isolated structure at a distorted geometry, with the ωB97M-V functional and the def2-TZVPD basis.

## Properties
HOMO level (alpha / beta) (eV): -26.53 / -26.52
Spin multiplicity: 2
Charge: +4
LUMO level (alpha / beta) (eV): -22.8 / -22.8

CARTESIAN COORDINATES (ANGSTROEM)
In: -1.864813 -1.318821 2.054041
C: 2.550912 1.292278 1.334176
C: 1.079661 0.842143 1.353326
C: 0.294252 1.164491 0.064571
O: -1.038436 0.690082 -0.014528
C: -1.756894 1.261357 -1.130469
N: 1.182474 -0.641592 1.505110
H: 3.120051 0.856313 0.513122
H: 3.082285 1.017255 2.245278
H: 2.474558 2.376159 1.247794
H: 0.484345 1.230664 2.179613
H: 0.786036 0.694489 -0.787102
H: 0.391273 2.234466 -0.119383
H: -2.644806 0.696073 -1.413598
H: -1.064049 1.131747 -1.961889
H: -1.940666 2.322093 -0.959680
H: 1.776106 -0.838180 2.298240
H: 1.720348 -0.936606 0.702765
C: -1.091014 -2.445949 -1.605978
O: -2.131888 -1.865687 -0.802875
H: -1.213815 -2.084749 -2.627031
H: -0.119256 -2.036886 -1.329460
H: -1.116071 -3.532563 -1.523810
H: -2.960593 -2.108580 -1.222233

Cartesian forces, eV/Å:
In 0.2 -0.9 -0.3
C 1.1 -1.4 0.0
C -3.2 -1.3 0.1
C 1.4 0.1 0.4
O -0.1 0.9 -0.2
C -0.1 -1.3 -0.5
N 0.7 3.1 -0.3
H 0.0 0.3 -0.3
H -0.1 0.3 0.3
H -0.1 0.9 0.0
H 0.6 0.2 0.4
H 0.3 -0.1 -0.6
H -0.5 0.4 -0.3
H -0.2 0.0 0.9
H 0.4 0.6 -0.6
H 0.1 0.7 0.1
H -0.2 -1.0 1.5
H -0.1 -1.5 -1.0
C 0.4 0.1 1.3
O 1.4 0.9 0.1
H -0.5 -0.3 -0.9
H 0.0 -0.1 0.4
H -0.1 -0.3 -0.5
H -1.2 -0.6 0.0

Listed below, in e, are the Mulliken charges computed for each atom:
1 In 1.438
2 C -1.117
3 C -0.271
4 C -0.504
5 O 0.069
6 C -0.628
7 N -0.176
8 H 0.495
9 H 0.514
10 H 0.401
11 H 0.309
12 H 0.521
13 H 0.517
14 H 0.323
15 H 0.428
16 H 0.415
17 H 0.371
18 H 0.367
19 C -0.478
20 O -0.321
21 H 0.372
22 H 0.220
23 H 0.366
24 H 0.367

---

# 6
Computed, not measured: a 2-piece molecular cluster, C5H15N2 overall at a distorted geometry, with the ωB97M-V functional and the def2-TZVPD basis.

## Properties
HOMO level (alpha / beta) (eV): -8.18 / -8.15
Energy above the lowest of the compared OMol25 structures with the same formula, charge and spin (kcal/mol): 20.2
Spin multiplicity: 2
LUMO level (alpha / beta) (eV): 1.0 / -0.8

CARTESIAN COORDINATES (ANGSTROEM)
N: 1.259264 -1.059286 0.324717
C: 2.456104 -0.530033 -0.354715
C: 2.619160 0.989732 -0.128628
N: -0.918507 0.774660 0.339137
C: -1.762892 0.400947 -0.824615
C: -1.839873 -1.109987 -1.113520
C: -1.632767 0.561372 1.599452
H: 3.589227 1.330744 -0.481484
H: -0.061275 0.173259 0.362390
H: 1.547845 -1.345800 1.265379
H: 3.367349 -1.009262 0.017491
H: 2.305834 -0.729123 -1.413668
H: 2.621149 1.160047 0.948539
H: 1.850992 1.589712 -0.610684
H: -1.433191 0.980944 -1.683290
H: -2.793488 0.705375 -0.571677
H: -2.619335 -1.535649 -0.487629
H: -2.138078 -1.308434 -2.149666
H: -0.924371 -1.635038 -0.838832
H: -2.427873 -0.197756 1.545920
H: -2.129234 1.507857 1.870499
H: -0.936045 0.285727 2.384890

Cartesian forces, eV/Å:
N 1.2 0.0 -0.2
C -0.6 0.0 0.3
C 0.1 -0.3 0.4
N 0.2 -0.8 -0.1
C 0.1 0.0 0.8
C -0.2 0.1 0.1
C -0.4 0.6 -0.3
H 0.1 -0.1 -0.2
H -1.2 0.6 -0.4
H 0.0 0.1 0.0
H -0.1 -0.1 -0.2
H 0.2 0.0 -0.1
H -0.2 0.3 0.0
H -0.2 -0.1 0.1
H 0.0 -0.1 -0.2
H 0.4 0.3 -0.3
H -0.1 -0.2 0.1
H 0.2 0.0 0.1
H 0.1 0.1 -0.4
H 0.2 -0.1 0.0
H 0.1 -0.3 0.2
H 0.0 0.0 0.2

Listed below, in e, are the Mulliken charges computed for each atom:
1 N -0.467
2 C -0.288
3 C -1.060
4 N -0.310
5 C -0.591
6 C -0.868
7 C -0.850
8 H 0.354
9 H 0.283
10 H 0.214
11 H 0.361
12 H 0.253
13 H 0.281
14 H 0.311
15 H 0.340
16 H 0.334
17 H 0.254
18 H 0.331
19 H 0.254
20 H 0.266
21 H 0.253
22 H 0.344

---

DFT total energy for every record listed, in sequence, given in hartree: -886.5773 -1985.9387 -1764.6912 -2139.9011 -592.6453 -308.9090.